Here is a cluster of 10 separate species, C7H30O10 in total at a distorted geometry from OMol25. Energies are from ωB97M-V with the def2-TZVPD basis set.

Atoms and positions in Å:
O 1.76416 2.81376 0.82056
H 4.58136 -2.59247 -1.78131
H 1.75533 1.24939 -2.69874
O 1.08583 1.29118 -3.36383
H -3.77144 3.44164 0.34775
O 0.98332 -1.59129 -3.69539
C -2.56829 -1.30485 -0.59895
H -1.84534 -2.08099 -0.48449
C -0.96582 0.77972 2.21951
C -0.37789 2.13221 1.71174
O 3.03554 -3.39284 -2.62639
H -2.00547 -3.38246 3.15451
H 4.10060 -2.28128 -0.43053
O -2.95373 3.04950 0.67655
H -4.24601 1.34439 3.10318
C -1.87718 -0.01297 -0.09247
H 0.21578 3.81037 -2.01526
H 0.15610 -1.83504 -4.02717
H 0.50480 -1.69421 1.90417
H -2.02140 0.96987 2.38921
H -3.32557 -1.54816 0.15310
H 0.40211 1.76542 -2.97729
C -0.96235 -0.24607 1.07014
H -0.86032 2.56993 0.84870
H -2.46128 3.81761 0.80838
H 0.13012 -1.63823 0.06702
H -3.36303 0.23908 2.39673
H -3.11258 -1.23579 -1.56179
H 1.13394 -0.64996 -3.89189
H 6.04424 0.31024 -0.30598
C -0.07493 -1.23649 1.08761
H 5.43281 -0.89496 0.54308
H -2.65043 -3.17089 1.82162
H 2.61883 -2.82548 -3.24321
H -2.60161 0.75361 0.09307
H 1.68763 1.19881 1.98300
H 0.64513 2.88956 -0.68001
O 5.51512 0.08048 0.48390
H -0.40938 0.40833 3.07664
O 4.95316 -2.46705 -0.87886
C 1.12848 1.99697 1.48721
O -4.07370 0.40362 3.02954
H -0.49299 2.90067 2.49674
O 0.04098 2.96957 -1.51213
H -1.23403 0.28778 -0.90800
O -1.89564 -3.62780 2.24732
H 2.23503 -3.76442 -2.24730

Atomic forces in eV per Å
-0.897 -1.138 0.431
0.510 -0.228 0.591
0.658 0.055 0.680
1.694 -1.828 -2.298
-0.261 -0.456 -0.102
2.277 0.434 0.759
-0.889 0.781 1.290
0.327 -0.794 -0.776
-0.931 0.130 -1.941
1.095 -0.810 1.019
0.163 -0.936 0.693
0.054 0.127 0.976
0.763 -0.202 -0.101
-1.872 -1.250 -0.366
0.304 0.093 -0.334
0.446 -0.784 -1.273
0.119 -1.222 1.271
-1.904 -0.354 -0.860
-0.255 0.937 -0.289
0.504 0.389 0.903
-0.267 -0.126 -0.067
-2.070 1.480 1.431
0.893 0.446 1.906
0.046 -0.473 -0.344
1.734 1.913 0.487
-0.287 -0.541 1.022
-0.565 0.348 0.160
0.790 0.004 0.410
-0.424 -0.082 0.172
-0.514 -0.718 0.668
0.534 -0.654 -1.700
0.460 0.940 -0.679
0.692 -0.415 0.131
-0.529 1.430 -1.445
-0.204 0.573 0.130
-0.110 -0.283 0.212
-0.994 0.906 -2.077
0.124 -0.092 0.008
-0.242 0.062 0.157
-1.224 0.267 -0.225
0.146 1.800 -0.765
-0.370 -0.698 0.207
0.163 -0.256 -0.016
0.847 0.753 0.923
0.077 0.666 -0.425
-0.761 0.224 -1.075
0.150 -0.415 0.518

## Properties
- energy above the lowest of the compared OMol25 structures with the same formula, charge and spin (kJ/mol) = 288.64
- 2S+1 = 1
- lowest unoccupied orbital energy (eV) = 0.027
- structure (SMILES) = C=C(CC)CCC=O.O.O.O.O.O.O.O.O.O